# 1
Molecular formula: C55H43AuNO4P2S2Si
Method: DFT, ωB97M-V/def2-TZVPD

* relative energy (zero: lowest compared OMol25 entry of this formula, charge and spin): 6.39 kcal per mole
* lowest unoccupied orbital energy: -3.692 eV
* E_tot: -4381.4401 a.u.
* net charge: +1
* Kohn-Sham gap: 6.96 eV
* M: 1133.1 g mol⁻¹

CARTESIAN COORDINATES (ANGSTROEM)
Au 0.057 -0.204 -0.065
O -0.041 -1.385 4.155
S -0.029 -0.728 2.833
C -1.508 0.376 2.865
C -1.810 0.876 4.121
C -2.925 1.674 4.323
C -3.766 1.956 3.262
C -3.522 1.385 2.022
C -2.413 0.569 1.801
P -2.292 -0.308 0.195
C -3.205 -1.839 0.285
C -2.784 -2.993 -0.362
C -3.781 -3.951 -0.646
C -5.028 -3.869 -0.084
C -5.387 -2.781 0.721
C -4.483 -1.758 0.873
C -3.226 0.596 -1.075
C -3.234 1.982 -1.158
C -3.857 2.626 -2.213
C -4.466 1.882 -3.213
C -4.454 0.497 -3.146
C -3.841 -0.149 -2.083
C 1.421 0.430 2.973
C 1.569 0.999 4.230
C 2.700 1.727 4.559
C 3.738 1.836 3.646
C 3.630 1.223 2.409
C 2.472 0.542 2.043
P 2.416 -0.256 0.395
C 3.417 -1.724 0.729
C 4.736 -1.802 0.275
C 5.532 -2.865 0.667
C 5.022 -3.850 1.502
C 3.720 -3.761 1.967
C 2.924 -2.692 1.589
C 3.326 0.655 -0.874
C 3.495 -0.039 -2.076
C 4.075 0.586 -3.166
C 4.483 1.910 -3.075
C 4.305 2.607 -1.891
C 3.726 1.987 -0.793
H -1.187 0.598 4.960
H -3.137 2.062 5.310
H -4.630 2.593 3.398
H -4.217 1.569 1.212
H -2.095 -2.830 -1.184
H -3.512 -4.798 -1.266
H -5.756 -4.645 -0.289
H -6.366 -2.726 1.175
H -4.773 -0.872 1.425
H -2.768 2.556 -0.376
H -3.866 3.708 -2.255
H -4.955 2.381 -4.040
H -4.928 -0.088 -3.923
H -3.854 -1.230 -2.035
H 0.809 0.833 4.981
H 2.784 2.175 5.540
H 4.638 2.379 3.902
H 4.463 1.269 1.720
H 5.143 -1.047 -0.383
H 6.556 -2.920 0.321
H 5.648 -4.681 1.801
H 3.313 -4.513 2.629
H 1.933 -2.610 2.001
H 3.152 -1.062 -2.170
H 4.202 0.038 -4.090
H 4.935 2.398 -3.928
H 4.611 3.643 -1.817
H 3.593 2.551 0.119
C 0.789 3.381 -4.510
C 1.201 4.237 -3.496
C 1.034 3.866 -2.171
C 0.458 2.634 -1.839
C 0.048 1.789 -2.870
C 0.213 2.159 -4.198
Si 0.285 2.222 -0.034
C -0.741 3.472 0.890
C -0.486 3.621 2.258
C -1.126 4.601 3.001
C -2.030 5.454 2.385
C -2.273 5.342 1.022
C -1.630 4.362 0.282
H 0.915 3.671 -5.545
H 1.647 5.192 -3.738
H 1.354 4.546 -1.388
H -0.404 0.828 -2.648
H -0.108 1.490 -4.986
H 1.562 2.290 0.687
H 0.231 2.970 2.748
H -0.913 4.704 4.058
H -2.531 6.221 2.961
H -2.950 6.030 0.533
H -1.783 4.325 -0.791
O 0.789 -1.767 -2.214
C 0.581 -2.726 -1.475
N 0.297 -2.570 -0.155
S -0.084 -4.005 0.564
O 0.750 -4.423 1.651
O -1.487 -3.993 0.908
C 0.190 -4.990 -0.871
C 0.150 -6.364 -0.994
C 0.499 -6.888 -2.233
C 0.881 -6.059 -3.286
C 0.923 -4.679 -3.135
C 0.576 -4.156 -1.902
H -0.143 -6.999 -0.169
H 0.483 -7.960 -2.380
H 1.157 -6.503 -4.233
H 1.223 -4.025 -3.943

---

# 2
Molecular formula: C55H43Cl5O5SiTl
Method: DFT, ωB97M-V/def2-TZVPD

* lowest unoccupied orbital energy: 2.277 eV
* E_tot: -5260.9433 a.u.
* net charge: -1
* Kohn-Sham gap: 8.01 eV
* M: 1193.7 g mol⁻¹

CARTESIAN COORDINATES (ANGSTROEM)
Tl 0.015 0.672 -1.070
C 0.074 -2.292 4.478
C 1.122 -2.310 3.370
C 2.381 -3.039 3.791
O 1.436 -0.960 3.011
C 0.963 -0.667 1.692
C -0.027 -1.852 1.487
O 0.614 -2.907 2.197
C -0.704 -2.270 0.157
O -1.128 -1.097 -0.438
C 0.094 -3.227 -0.743
C 0.482 -4.482 -0.271
C 1.147 -5.378 -1.089
C 1.429 -5.041 -2.406
C 1.015 -3.812 -2.893
C 0.337 -2.918 -2.072
C -1.987 -3.070 0.491
C -3.052 -2.965 -0.399
C -4.221 -3.681 -0.200
C -4.358 -4.510 0.906
C -3.305 -4.616 1.802
C -2.127 -3.908 1.593
C 2.179 -0.265 0.783
O 1.821 -0.318 -0.564
C 2.584 1.163 1.194
C 2.698 1.584 2.519
C 3.097 2.878 2.816
C 3.378 3.785 1.802
C 3.284 3.372 0.483
C 2.905 2.067 0.190
C 3.407 -1.168 0.977
C 3.426 -2.395 0.327
C 4.501 -3.258 0.439
C 5.604 -2.900 1.205
C 5.617 -1.662 1.826
C 4.533 -0.799 1.702
H 0.474 -1.764 5.343
H -0.178 -3.312 4.767
H -0.832 -1.781 4.156
H 2.799 -2.561 4.677
H 3.113 -3.009 2.990
H 2.144 -4.076 4.027
H 0.344 0.239 1.766
H -0.896 -1.511 2.073
H 0.283 -4.752 0.756
H 1.452 -6.340 -0.695
H 1.955 -5.736 -3.049
H 1.213 -3.543 -3.921
H 0.006 -1.971 -2.475
H -2.943 -2.308 -1.251
H -5.032 -3.586 -0.911
H -5.272 -5.066 1.067
H -3.393 -5.257 2.670
H -1.316 -4.010 2.301
H 2.462 0.897 3.321
H 3.184 3.183 3.852
H 3.681 4.797 2.040
H 3.512 4.057 -0.324
H 2.890 1.721 -0.833
H 2.595 -2.656 -0.301
H 4.476 -4.207 -0.081
H 6.450 -3.568 1.299
H 6.478 -1.353 2.406
H 4.581 0.165 2.193
Cl 2.869 1.885 -8.121
C 1.987 1.464 -6.696
C 2.150 2.186 -5.520
Cl 3.247 3.520 -5.484
C 1.436 1.849 -4.378
Cl 1.613 2.783 -2.933
C 0.532 0.770 -4.339
O -0.160 0.443 -3.311
C 0.372 0.071 -5.568
Cl -0.788 -1.204 -5.597
C 1.080 0.405 -6.708
Cl 0.838 -0.490 -8.165
C -6.113 0.711 -0.874
C -5.152 -0.090 -0.271
C -3.847 0.363 -0.146
C -3.483 1.629 -0.615
C -4.460 2.418 -1.228
C -5.766 1.963 -1.357
Si -1.778 2.340 -0.321
C -1.592 2.731 1.501
C -2.684 2.572 2.361
C -2.588 2.896 3.707
C -1.398 3.392 4.215
C -0.305 3.557 3.377
C -0.397 3.220 2.035
C -1.580 3.886 -1.357
C -1.474 3.773 -2.746
C -1.337 4.897 -3.544
C -1.292 6.158 -2.963
C -1.388 6.288 -1.586
C -1.532 5.159 -0.789
H -7.129 0.353 -0.977
H -5.409 -1.077 0.090
H -3.092 -0.284 0.282
H -4.200 3.397 -1.608
H -6.509 2.587 -1.837
H -3.620 2.191 1.975
H -3.444 2.760 4.357
H -1.317 3.642 5.266
H 0.630 3.934 3.770
H 0.474 3.344 1.401
H -1.482 2.791 -3.208
H -1.249 4.790 -4.617
H -1.170 7.036 -3.583
H -1.347 7.270 -1.130
H -1.605 5.270 0.286

---

# 3
Molecular formula: C55H43ClN6P2Rb
Method: DFT, ωB97M-V/def2-TZVPD

* relative energy (zero: lowest compared OMol25 entry of this formula, charge and spin): 0.00 kcal per mole
* lowest unoccupied orbital energy: 1.764 eV
* E_tot: -3617.3037 a.u.
* net charge: -1
* Kohn-Sham gap: 4.45 eV
* M: 970.9 g mol⁻¹

CARTESIAN COORDINATES (ANGSTROEM)
Rb 0.451 1.398 -0.079
C -1.060 1.966 4.721
C -0.346 2.314 3.554
N -0.897 2.407 2.372
C -2.233 2.151 2.235
C -3.017 1.746 3.337
C -2.383 1.676 4.601
C -4.386 1.411 3.169
C -4.930 1.510 1.919
C -4.177 1.938 0.812
C -2.828 2.273 0.908
N -2.031 2.597 -0.144
C -2.495 3.269 -1.216
C -3.561 4.176 -1.219
C -3.913 4.932 -2.343
C -3.250 4.823 -3.536
C -2.172 3.910 -3.615
C -1.446 3.723 -4.816
C -0.425 2.825 -4.877
C -0.117 2.103 -3.707
N -0.750 2.253 -2.573
C -1.788 3.137 -2.493
H -0.541 1.908 5.669
H 0.724 2.494 3.608
H -2.970 1.380 5.464
H -4.969 1.091 4.024
H -5.973 1.252 1.768
H -4.655 1.990 -0.158
H -4.111 4.320 -0.298
H -4.737 5.633 -2.254
H -3.525 5.411 -4.402
H -1.722 4.306 -5.688
H 0.140 2.660 -5.786
H 0.679 1.361 -3.727
N -0.256 -1.601 -0.124
P -1.138 -1.155 1.316
C -2.238 -2.568 1.654
C -1.836 -3.903 1.632
C -2.764 -4.916 1.800
C -4.103 -4.603 2.018
C -4.509 -3.279 2.065
C -3.578 -2.264 1.872
C 0.151 -1.315 2.586
C 1.514 -1.152 2.341
C 2.423 -1.121 3.392
C 1.979 -1.247 4.698
C 0.620 -1.405 4.954
C -0.288 -1.434 3.908
P -1.228 -1.315 -1.530
C -1.962 -2.971 -1.828
C -1.209 -4.095 -2.171
C -1.804 -5.341 -2.266
C -3.167 -5.480 -2.022
C -3.927 -4.373 -1.686
C -3.324 -3.123 -1.591
C 0.025 -1.322 -2.859
C -0.448 -1.233 -4.172
C 0.430 -1.164 -5.237
C 1.804 -1.170 -5.010
C 2.282 -1.246 -3.713
C 1.396 -1.320 -2.640
H 0.199 -2.511 -0.092
H -0.789 -4.150 1.485
H -2.449 -5.952 1.766
H -4.827 -5.397 2.155
H -5.549 -3.032 2.240
H -3.889 -1.223 1.891
H 1.894 -1.036 1.333
H 3.473 -0.967 3.185
H 2.695 -1.201 5.508
H 0.266 -1.496 5.974
H -1.346 -1.536 4.123
H -0.148 -3.992 -2.377
H -1.208 -6.207 -2.528
H -3.632 -6.456 -2.096
H -4.986 -4.478 -1.488
H -3.914 -2.258 -1.309
H -1.517 -1.202 -4.357
H 0.046 -1.090 -6.247
H 2.495 -1.105 -5.840
H 3.349 -1.240 -3.527
H 1.774 -1.358 -1.624
Cl 7.098 -0.300 5.763
C 6.029 0.396 4.548
C 4.874 1.074 4.923
C 4.034 1.618 3.977
C 4.271 1.509 2.564
C 3.374 1.942 1.600
C 5.514 0.861 2.244
C 6.347 0.314 3.196
H 4.631 1.174 5.975
H 3.136 2.128 4.313
H 3.631 1.948 0.552
H 2.448 2.416 1.904
H 5.800 0.783 1.198
H 7.261 -0.182 2.888
N 4.527 3.052 -6.100
C 4.495 2.514 -5.085
C 4.441 1.830 -3.808
C 5.473 0.992 -3.413
C 5.363 0.347 -2.194
C 4.215 0.561 -1.441
N 3.223 1.362 -1.821
C 3.338 2.004 -2.978
H 6.342 0.858 -4.043
H 6.145 -0.302 -1.826
H 4.092 0.091 -0.470
H 2.533 2.671 -3.261

---

# 4
Molecular formula: C55H44ClN5O2S3Ti
Method: DFT, ωB97M-V/def2-TZVPD

* multiplicity: 2
* relative energy (zero: lowest compared OMol25 entry of this formula, charge and spin): 22.61 kcal per mole
* lowest unoccupied orbital energy (alpha / beta): -2.513 / -2.512 eV
* E_tot: -5050.4423 a.u.
* <S²>: 0.786
* net charge: +1
* Kohn-Sham gap (alpha / beta): 5.61 / 6.78 eV
* M: 986.5 g mol⁻¹

CARTESIAN COORDINATES (ANGSTROEM)
Ti 0.018 -1.702 -1.114
Cl -0.492 -8.779 0.296
C -0.082 -7.131 -0.083
C 1.261 -6.789 -0.270
C 1.591 -5.479 -0.565
C 0.610 -4.506 -0.673
O 0.932 -3.232 -0.958
C -0.754 -4.848 -0.498
C -1.781 -3.892 -0.625
O -1.586 -2.602 -0.921
C -1.073 -6.193 -0.196
H 2.026 -7.548 -0.190
H 2.623 -5.191 -0.722
H -2.812 -4.193 -0.487
H -2.110 -6.478 -0.062
N -1.042 -0.002 -1.035
S -1.646 1.280 -0.759
N -2.142 1.629 0.768
S -1.158 1.452 1.941
N 0.368 1.454 1.663
S 1.263 0.097 1.471
N 0.891 -0.962 0.557
C 2.811 0.884 1.132
C 3.907 0.027 1.109
C 5.152 0.549 0.805
C 5.285 1.903 0.516
C 4.177 2.739 0.527
C 2.922 2.235 0.840
C 1.449 -0.509 3.129
C 1.929 0.317 4.138
C 2.052 -0.201 5.416
C 1.699 -1.524 5.664
C 1.232 -2.336 4.640
C 1.111 -1.831 3.352
C -1.428 2.853 2.969
C -2.710 3.384 3.024
C -2.930 4.481 3.840
C -1.883 5.023 4.577
C -0.609 4.477 4.505
C -0.370 3.378 3.694
C -1.643 0.053 2.900
C -1.515 0.078 4.284
C -1.799 -1.081 4.988
C -2.190 -2.229 4.309
C -2.313 -2.228 2.925
C -2.050 -1.076 2.203
C -0.571 2.642 -1.144
C 0.435 2.356 -2.057
C 1.360 3.346 -2.358
C 1.268 4.591 -1.750
C 0.257 4.859 -0.832
C -0.674 3.880 -0.519
C -3.166 1.577 -1.606
C -3.557 2.837 -2.034
C -4.749 2.954 -2.732
C -5.521 1.827 -2.985
C -5.107 0.574 -2.552
C -3.912 0.436 -1.866
H 3.780 -1.030 1.318
H 6.018 -0.101 0.788
H 6.261 2.306 0.276
H 4.287 3.790 0.290
H 2.046 2.871 0.835
H 2.223 1.338 3.921
H 2.433 0.421 6.216
H 1.802 -1.927 6.664
H 0.968 -3.367 4.838
H 0.755 -2.436 2.526
H -3.506 2.949 2.433
H -3.920 4.915 3.899
H -2.063 5.884 5.208
H 0.202 4.909 5.077
H 0.615 2.944 3.605
H -1.193 0.973 4.802
H -1.710 -1.087 6.067
H -2.408 -3.131 4.866
H -2.614 -3.126 2.400
H -2.145 -1.059 1.126
H 0.490 1.368 -2.501
H 2.155 3.140 -3.064
H 1.992 5.360 -1.989
H 0.195 5.832 -0.359
H -1.455 4.066 0.208
H -2.948 3.710 -1.839
H -5.072 3.926 -3.083
H -6.447 1.925 -3.537
H -5.708 -0.301 -2.763
H -3.540 -0.533 -1.552
C -2.064 0.171 -5.867
C -2.468 -0.820 -4.985
C -1.588 -1.327 -4.040
C -0.284 -0.843 -3.946
C 0.122 0.142 -4.851
C -0.759 0.641 -5.798
N 0.578 -1.302 -2.919
C 1.963 -1.439 -3.212
C 2.917 -1.010 -2.291
C 4.274 -1.197 -2.528
C 4.704 -1.790 -3.702
C 3.759 -2.197 -4.638
C 2.406 -2.026 -4.398
H -2.751 0.561 -6.608
H -3.475 -1.217 -5.043
H -1.901 -2.117 -3.371
H 1.140 0.513 -4.809
H -0.421 1.404 -6.488
H 2.592 -0.509 -1.388
H 4.994 -0.853 -1.795
H 5.761 -1.926 -3.896
H 4.080 -2.662 -5.563
H 1.677 -2.356 -5.128